Entry 1:
The following is a DFT calculation (the ωB97M-V functional and the def2-TZVPD basis) of an isolated ion of composition C10H21NOP and charge +1.

The geometry in XYZ format:
```
34
Properties=species:S:1:pos:R:3:nbo_charge:R:1
C 2.086 -0.553 -3.065 -0.36
C 0.862 -1.069 -2.776 -0.20
C -0.346 -0.253 -2.497 -0.81
P -1.001 -0.633 -0.844 1.64
C -2.271 -1.894 -1.225 -0.89
C -1.799 0.635 0.097 -0.79
C -0.949 1.646 0.496 0.30
O -1.282 2.367 1.538 -0.47
C -0.274 3.228 2.188 -0.07
C 0.560 2.387 3.177 -0.65
N 0.530 -1.521 0.023 -0.59
C 0.237 -2.511 1.067 -0.44
C 1.392 -0.491 0.514 -0.43
H 2.913 -1.255 -3.302 0.22
H 2.475 0.446 -3.129 0.21
H 0.817 -2.135 -2.817 0.22
H -1.023 -0.146 -3.314 0.29
H 0.099 0.746 -2.464 0.26
H -1.620 -2.607 -1.662 0.25
H -2.864 -1.451 -1.924 0.25
H -2.778 -2.190 -0.391 0.25
H -2.812 0.652 0.512 0.29
H 0.065 1.830 0.124 0.19
H 0.285 3.689 1.348 0.18
H -0.952 4.000 2.468 0.22
H -0.045 1.443 3.609 0.24
H 1.319 1.940 2.572 0.21
H 1.118 2.895 3.942 0.25
H 1.083 -3.100 1.280 0.23
H -0.320 -2.323 1.973 0.20
H -0.391 -3.188 0.530 0.20
H 2.299 -0.841 0.789 0.22
H 1.631 0.255 -0.265 0.20
H 0.957 0.001 1.428 0.17
```

Calculated values
Max |F| (Eh/bohr): 0.0791
Energy above the lowest of the compared OMol25 structures with the same formula, charge and spin (eV): 0.6148
Spin multiplicity: 1
Gap between HOMO and LUMO (Ha): 0.34754
Total charge: +1
SMILES: C=CC[P@](C)(/C=C/OCC)=[N+](C)C
HOMO level (eV): -12.499

---

Entry 2:
The following is a DFT calculation (the ωB97M-V functional and the def2-TZVPD basis) of a 2-piece molecular cluster, C10H22 overall.

The geometry in XYZ format:
```
32
Properties=species:S:1:pos:R:3:nbo_charge:R:1
C 3.894 0.223 0.274 -0.60
C 2.412 0.025 -0.028 -0.08
C 2.122 -1.163 -0.948 -0.61
C 1.797 1.308 -0.552 -0.60
C 1.767 -0.338 1.297 -0.60
H 4.307 -0.615 0.756 0.21
H 4.395 0.327 -0.721 0.20
H 4.106 1.158 0.826 0.21
H 1.041 -1.360 -1.110 0.21
H 2.554 -1.093 -1.946 0.21
H 2.441 -2.122 -0.450 0.21
H 0.729 1.200 -0.696 0.21
H 2.275 1.583 -1.458 0.21
H 1.931 2.135 0.115 0.21
H 1.849 0.443 2.043 0.21
H 0.672 -0.603 1.144 0.20
H 2.296 -1.270 1.729 0.20
C -2.348 -1.236 -0.019 -0.41
C -2.324 -0.357 -1.271 -0.42
C -2.637 1.054 -0.772 -0.41
C -2.440 0.980 0.795 -0.41
C -2.847 -0.428 1.199 -0.41
H -2.992 -2.094 -0.273 0.20
H -1.356 -1.677 0.107 0.20
H -2.979 -0.783 -2.040 0.21
H -1.300 -0.391 -1.634 0.20
H -3.651 1.350 -0.940 0.20
H -1.999 1.848 -1.207 0.21
H -3.106 1.609 1.379 0.21
H -1.400 1.207 1.113 0.20
H -3.916 -0.510 1.262 0.20
H -2.280 -0.749 2.154 0.21
```

Calculated values
Max |F| (Eh/bohr): 0.0545
Energy above the lowest of the compared OMol25 structures with the same formula, charge and spin (eV): 0.8705
Spin multiplicity: 1
Gap between HOMO and LUMO (Ha): 0.43451
SMILES: CC(C)(C)C.C1CCCC1
HOMO level (eV): -10.950

---

Entry 3:
The following is a DFT calculation (the ωB97M-V functional and the def2-TZVPD basis) of a 2-piece molecular cluster, C10H22 overall.

The geometry in XYZ format:
```
32
Properties=species:S:1:pos:R:3:nbo_charge:R:1
C -3.841 0.252 -0.312 -0.60
C -2.289 0.055 -0.095 -0.10
C -2.197 -0.630 1.366 -0.60
C -1.625 1.352 -0.208 -0.62
C -1.696 -1.099 -0.935 -0.60
H -4.427 -0.751 -0.662 0.21
H -4.180 0.689 0.642 0.21
H -3.968 0.847 -1.175 0.20
H -1.162 -0.423 1.869 0.21
H -2.962 -0.077 1.991 0.20
H -2.373 -1.718 1.317 0.21
H -0.458 1.300 -0.468 0.22
H -1.712 2.027 0.846 0.22
H -2.090 2.084 -1.058 0.22
H -1.576 -0.793 -2.028 0.20
H -0.694 -1.170 -0.640 0.20
H -2.247 -1.997 -0.836 0.21
C 2.280 -1.063 0.808 -0.39
C 2.198 0.458 1.162 -0.43
C 2.580 1.337 0.103 -0.40
C 2.487 0.367 -1.173 -0.41
C 2.718 -1.069 -0.740 -0.42
H 3.074 -1.427 1.253 0.19
H 1.322 -1.650 1.057 0.20
H 2.773 0.688 2.100 0.21
H 1.170 0.779 1.354 0.21
H 3.590 1.718 0.125 0.20
H 1.837 2.217 0.050 0.21
H 3.090 0.705 -1.976 0.21
H 1.401 0.506 -1.626 0.19
H 3.804 -1.427 -0.736 0.20
H 2.090 -1.879 -1.259 0.22
```

Calculated values
Max |F| (Eh/bohr): 0.1029
Energy above the lowest of the compared OMol25 structures with the same formula, charge and spin (eV): 3.2769
Spin multiplicity: 1
Gap between HOMO and LUMO (Ha): 0.41468
SMILES: CC(C)(C)C.C1CCCC1
HOMO level (eV): -10.431